No. 1
Below is 2 unconnected molecules or ions with the total composition C2H3IN2O, with properties calculated with ωB97M-V with the def2-TZVPD basis set.

Properties
- Gap between HOMO and LUMO: 0.355 Eh
- Highest occupied orbital energy: -9.30 eV
- Relative energy (zero: lowest compared OMol25 entry of this formula, charge and spin): 3.775 eV

```
9
Properties=species:S:1:pos:R:3:forces:R:3:lowdin_charge:R:1
C -0.098 -0.704 1.451 -2.3 0.0 -0.8 -0.759
C 0.953 -0.183 -1.372 -0.9 -0.6 0.1 0.129
N -0.320 1.603 -0.434 -0.9 -0.1 0.4 0.040
N 0.167 0.637 -1.047 2.1 0.6 -0.3 -0.216
O 0.876 -1.298 1.603 2.1 -0.7 0.7 0.013
I -2.047 -1.631 1.395 -0.7 -0.6 0.2 0.669
H -0.386 0.268 1.099 0.8 1.2 0.4 -0.031
H 1.081 -1.178 -1.770 -0.2 0.4 -0.2 0.081
H -0.227 2.485 -0.925 -0.1 -0.1 -0.5 0.075
```
Forces are in eV/Å.

No. 2
Below is 5 unconnected molecules or ions with the total composition C31H50F5NO15PS, with properties calculated with ωB97M-V with the def2-TZVPD basis set.

Properties
- Gap between HOMO and LUMO: 0.362 Eh
- Net charge: +1
- Highest occupied orbital energy: -11.72 eV

```
104
Properties=species:S:1:pos:R:3:forces:R:3:lowdin_charge:R:1
C 5.476 0.517 -0.613 -0.4 0.1 -0.4 -0.051
C 4.440 1.577 -0.307 0.5 0.0 -0.3 -0.258
O 3.292 1.086 0.358 -0.3 0.3 0.5 -0.117
C 2.561 0.177 -0.388 0.2 0.1 -0.2 -0.224
C 1.068 0.433 -0.240 0.0 -0.3 0.6 -0.047
N 0.388 -0.390 -1.294 0.0 0.4 -0.1 -0.039
C -0.487 -1.522 -0.883 0.5 -0.3 -0.1 -0.018
C -0.776 -2.180 -2.247 -0.9 0.1 0.4 -0.316
C -2.233 -2.659 -2.209 0.0 0.0 -0.2 0.024
C 0.140 -3.369 -2.442 0.4 -0.2 0.1 -0.361
F 0.060 -4.207 -1.365 0.1 0.2 -0.4 0.126
F 1.442 -2.931 -2.493 -0.2 0.0 0.0 0.116
C -0.119 -4.233 -3.715 0.5 -0.6 -0.3 -0.491
F -1.030 -5.183 -3.444 0.5 0.6 -0.3 0.175
F -0.570 -3.461 -4.725 0.3 -0.5 0.5 0.172
F 1.035 -4.831 -4.103 -1.2 0.5 0.3 0.168
C -0.588 -1.017 -3.295 -0.5 -0.9 0.6 -0.054
C -0.361 0.251 -2.436 0.1 -0.8 -1.6 -0.494
C -1.648 0.911 -1.994 0.6 0.6 0.6 -0.172
C -2.384 1.800 -2.987 -0.4 -0.5 -0.3 -0.153
C -3.124 1.046 -4.112 -0.3 0.5 -0.1 -0.080
C -2.417 1.166 -5.424 0.4 -0.6 -0.5 -0.520
O -1.898 0.249 -6.007 0.0 0.4 0.3 0.122
O -2.445 2.432 -5.949 -0.3 0.0 0.2 0.089
P 0.756 1.403 -3.364 -0.1 1.9 0.7 0.501
S 0.805 3.179 -2.565 0.3 -0.3 -0.1 0.272
H 5.069 -0.227 -1.294 -0.1 -0.2 -0.1 0.073
H 6.283 0.992 -1.159 0.3 0.0 0.1 0.086
H 5.833 0.010 0.271 0.2 0.0 0.3 0.063
H 4.887 2.336 0.322 -0.1 0.1 0.4 0.114
H 4.152 2.081 -1.234 -0.2 0.0 -0.1 0.119
H 2.781 -0.844 -0.068 0.1 -0.3 0.0 0.133
H 2.842 0.255 -1.443 0.0 0.0 -0.2 0.102
H 0.814 1.484 -0.290 -0.1 0.2 -0.3 0.089
H 0.755 0.044 0.723 -0.3 0.1 0.2 0.128
H 1.133 -0.886 -1.790 0.3 0.0 0.2 0.137
H 0.061 -2.107 -0.159 0.2 -0.3 0.0 0.129
H -1.398 -1.216 -0.388 -0.1 0.5 0.1 0.136
H -2.394 -3.327 -1.372 0.0 -0.2 0.1 0.103
H -2.529 -3.146 -3.129 0.0 -0.2 -0.2 0.099
H -2.906 -1.821 -2.072 0.0 0.3 0.1 0.089
H -1.509 -1.021 -3.854 0.0 0.5 -0.4 0.101
H 0.200 -1.206 -4.017 0.3 0.0 0.0 0.125
H -2.331 0.173 -1.593 0.0 0.0 -0.1 0.077
H -1.380 1.545 -1.147 0.0 0.2 0.2 0.119
H -1.749 2.563 -3.418 0.2 0.2 0.1 0.057
H -3.130 2.333 -2.414 -0.1 0.1 0.2 0.125
H -4.090 1.523 -4.253 -0.2 0.1 0.0 0.135
H -3.326 0.009 -3.883 0.1 -0.3 0.1 0.115
H -1.644 2.927 -5.765 0.3 0.1 -0.2 0.111
H 0.285 1.456 -4.683 0.0 -0.7 -0.1 0.001
H 2.009 0.771 -3.448 -0.2 -0.4 -0.2 0.004
C 1.583 -1.541 3.265 0.1 0.2 -0.3 -0.005
C 2.865 -2.302 3.031 -0.2 0.2 0.1 -0.324
C 3.661 -2.629 4.274 0.1 -0.1 0.0 -0.083
O 4.996 -2.714 3.757 -0.1 0.1 0.1 0.077
C 5.067 -1.919 2.667 -0.1 -0.1 0.0 -0.552
O 6.068 -1.617 2.110 0.1 0.1 -0.1 0.175
O 3.821 -1.517 2.293 0.0 -0.2 -0.1 0.063
H 0.994 -1.479 2.348 0.0 -0.1 0.1 0.056
H 0.975 -2.036 4.022 0.0 0.0 0.0 0.098
H 1.793 -0.521 3.586 0.0 0.0 0.1 0.104
H 2.671 -3.211 2.453 0.1 -0.1 0.0 0.154
H 3.373 -3.568 4.738 0.2 -0.1 0.0 0.141
H 3.624 -1.828 5.016 -0.1 0.0 0.0 0.145
C -5.520 3.798 2.108 -0.2 -0.1 -0.3 -0.014
C -4.850 2.447 2.106 0.0 0.3 0.2 -0.307
C -3.345 2.474 2.246 0.0 0.1 0.0 -0.078
O -2.970 1.257 1.571 0.1 0.1 0.0 0.066
C -3.920 0.991 0.663 0.1 0.2 0.2 -0.566
O -3.797 0.169 -0.198 -0.3 -0.3 -0.1 0.120
O -4.991 1.779 0.827 -0.1 -0.1 0.1 0.103
H -6.603 3.691 2.154 0.0 0.0 0.0 0.088
H -5.197 4.379 2.970 0.0 0.0 0.0 0.095
H -5.283 4.347 1.197 0.1 0.0 0.0 0.095
H -5.297 1.796 2.861 0.0 -0.1 0.0 0.160
H -3.002 2.460 3.276 0.1 -0.2 0.0 0.145
H -2.883 3.313 1.721 -0.1 0.0 0.0 0.112
C 2.514 7.056 1.745 -0.3 0.1 0.1 -0.015
C 1.992 5.644 1.840 0.3 0.3 -0.1 -0.313
C 2.442 4.714 0.737 0.0 0.0 0.0 -0.087
O 1.363 3.770 0.692 0.0 0.0 0.0 0.006
C 0.249 4.400 1.126 0.3 0.2 0.0 -0.563
O -0.849 3.950 1.034 -0.2 -0.1 -0.1 0.147
O 0.558 5.593 1.671 -0.1 -0.2 0.1 0.099
H 2.274 7.618 2.645 0.0 0.0 0.0 0.089
H 3.598 7.053 1.625 0.0 0.0 0.0 0.094
H 2.062 7.577 0.902 0.1 -0.1 -0.1 0.096
H 2.220 5.217 2.820 0.0 -0.1 0.0 0.161
H 3.380 4.213 0.950 -0.1 -0.2 0.0 0.130
H 2.505 5.214 -0.234 0.0 0.1 0.0 0.140
C -1.464 -6.200 3.720 -0.1 0.2 0.3 -0.012
C -1.836 -5.125 2.730 0.1 -0.3 0.1 -0.312
C -0.766 -4.786 1.717 -0.1 0.1 -0.1 -0.083
O -1.084 -3.415 1.402 0.2 -0.3 0.0 0.010
C -1.703 -2.881 2.492 0.0 -0.2 0.1 -0.575
O -1.912 -1.722 2.622 0.0 0.3 0.0 0.170
O -2.018 -3.844 3.376 -0.1 0.0 -0.1 0.100
H -2.328 -6.492 4.314 0.0 0.0 0.0 0.091
H -1.093 -7.083 3.202 0.0 0.0 0.0 0.096
H -0.700 -5.841 4.410 0.1 0.0 -0.1 0.093
H -2.775 -5.374 2.229 0.0 0.1 -0.1 0.163
H -0.804 -5.404 0.825 0.0 0.1 -0.1 0.134
H 0.240 -4.821 2.142 0.0 0.0 0.1 0.137
```
Forces are in eV/Å.

No. 3
Below is a single C11H14N2O molecule, with properties calculated with ωB97M-V with the def2-TZVPD basis set.

Properties
- Gap between HOMO and LUMO: 0.339 Eh
- Highest occupied orbital energy: -8.40 eV
- SMILES: C=Cc1ccccc1CC/C(N)=N/O
- Relative energy (zero: lowest compared OMol25 entry of this formula, charge and spin): 4.479 eV

```
28
Properties=species:S:1:pos:R:3:forces:R:3:lowdin_charge:R:1
C 0.918 2.635 1.676 0.5 -0.7 0.7 -0.095
C 2.090 2.259 1.081 -0.4 0.3 -1.5 -0.074
C -0.096 1.754 1.920 1.3 -0.5 -1.2 -0.029
C 2.174 0.990 0.509 1.2 0.5 -1.4 -0.040
C -0.004 0.520 1.345 0.3 -2.4 -0.2 -0.213
C 1.131 0.089 0.643 0.2 0.0 0.5 -0.192
C -1.604 -0.748 -1.121 0.0 -1.8 -2.5 -0.463
C -1.086 -0.483 1.420 -1.4 -1.9 0.0 -0.110
C -2.093 -0.442 0.187 1.9 -0.1 3.0 -0.106
C 1.266 -1.289 0.043 -0.3 3.2 1.6 -0.127
C 1.768 -1.315 -1.141 0.3 -2.5 -4.3 -0.024
N -2.058 -1.871 -1.581 -0.3 -1.1 0.5 0.021
N -0.852 0.135 -1.797 0.8 0.9 -1.4 0.171
O -1.834 -2.198 -2.949 0.9 1.1 -0.4 -0.099
H 0.790 3.572 2.085 0.1 2.1 0.7 0.082
H 2.767 3.064 0.830 0.5 -0.3 0.1 0.103
H -0.838 2.053 2.569 -2.0 0.3 1.0 0.098
H 2.990 0.790 -0.243 -0.6 -0.1 1.4 0.128
H -0.774 -1.555 1.674 0.0 1.4 -0.9 0.137
H -1.693 -0.289 2.281 -0.6 0.5 0.5 0.100
H -2.458 0.515 0.199 -0.6 2.9 -0.2 0.097
H -2.957 -0.960 0.448 -1.2 -1.7 0.1 0.100
H 0.958 -2.130 0.591 -0.2 -1.0 0.5 0.095
H 1.824 -2.294 -1.676 0.3 0.7 0.6 0.080
H -1.468 -3.096 -3.062 -0.4 0.5 1.0 0.087
H 1.887 -0.506 -1.878 0.3 0.1 1.1 0.077
H -0.421 0.976 -1.464 -0.5 0.0 1.0 0.107
H -0.326 -0.175 -2.590 -0.4 -0.6 -0.4 0.088
```
Forces are in eV/Å.

Among the records above, which one has the lowest highest occupied orbital energy? C31H50F5NO15PS

The highest highest occupied orbital energy belongs to which entry? C11H14N2O